1.
Here is a 6-piece molecular cluster, C6H24O6 overall from OMol25. Energies are from ωB97M-V/def2-TZVPD.

As for the SMILES: CO.CO.CO.CO.CO.CO. Its HOMO-LUMO gap is 10.24 eV. The net charge is 0.

Last column: natural (NBO) charge in e.
Cartesian coordinates (Å):
C  11.94  15.94  37.64  -0.252
O  11.21  14.74  37.35  -0.760
H  12.01  16.53  36.71  0.206
H  12.74  15.78  38.22  0.174
H  11.13  16.64  38.21  0.161
H  10.90  14.38  38.17  0.477
C  13.24  8.96  36.56  -0.259
O  13.29  9.04  37.94  -0.712
H  13.79  8.29  36.11  0.161
H  13.54  9.99  36.19  0.154
H  12.41  8.67  35.97  0.194
H  14.11  9.28  38.16  0.466
C  9.26  9.63  32.19  -0.210
O  8.24  8.66  32.32  -0.705
H  9.14  10.39  32.69  0.145
H  9.52  10.02  31.10  0.152
H  10.35  9.28  32.48  0.150
H  7.52  9.17  32.80  0.470
C  9.70  9.21  39.53  -0.264
O  11.02  9.18  40.02  -0.714
H  9.76  9.33  38.44  0.177
H  9.08  10.19  39.83  0.140
H  9.11  8.54  40.08  0.181
H  11.41  8.98  39.22  0.477
C  14.69  13.59  36.38  -0.229
O  13.77  14.14  35.52  -0.704
H  15.22  12.55  35.96  0.128
H  14.44  13.38  37.40  0.165
H  15.55  13.99  36.55  0.161
H  13.00  14.33  35.94  0.479
C  11.00  11.28  35.38  -0.239
O  10.15  12.30  35.75  -0.749
H  11.99  11.68  35.15  0.172
H  10.77  10.90  34.43  0.174
H  10.86  10.53  36.38  0.149
H  10.60  12.94  36.38  0.484

2.
Here is C24H38AuN2O3PS as an isolated structure from OMol25. Energies are from ωB97M-V/def2-TZVPD.

Its HOMO-LUMO gap (alpha / beta) is 3.57 / 3.57 eV. The net charge is +2.

Last column: natural (NBO) charge in e.
Cartesian coordinates (Å):
Au  0.25  -0.12  0.39  1.167
C  -1.68  0.89  2.38  0.055
N  -0.67  -0.18  2.49  -0.424
C  0.31  0.14  3.53  -0.432
C  -1.23  -1.53  2.69  -0.252
C  -1.98  -2.06  1.46  -0.254
N  -1.20  -1.94  0.22  -0.453
C  -0.33  -3.10  -0.02  -0.440
C  -2.05  -1.73  -0.94  -0.444
H  -1.89  1.34  3.36  0.209
H  -2.60  0.48  1.98  0.215
H  -0.64  2.47  1.89  0.489
H  -0.14  0.12  4.53  0.231
H  0.73  1.12  3.34  0.215
H  1.13  -0.58  3.50  0.231
H  -1.90  -1.55  3.56  0.245
H  -0.37  -2.18  2.91  0.225
H  -2.91  -1.52  1.34  0.233
H  -2.23  -3.11  1.66  0.243
H  -0.91  -4.01  -0.19  0.235
H  0.33  -3.26  0.83  0.208
H  0.27  -2.91  -0.91  0.234
H  -2.71  -2.59  -1.12  0.221
H  -1.43  -1.58  -1.82  0.246
H  -2.66  -0.84  -0.80  0.234
O  2.22  -0.25  -3.32  -0.514
C  1.84  -0.31  -2.18  0.766
O  0.65  -0.25  -1.75  -0.661
C  2.94  -0.53  -1.07  -0.855
P  2.52  0.61  0.29  1.143
C  3.02  2.26  -0.27  -0.445
C  4.28  2.44  -0.84  -0.115
C  4.61  3.68  -1.37  -0.198
C  3.70  4.72  -1.33  -0.142
C  2.46  4.54  -0.76  -0.182
C  2.11  3.31  -0.23  -0.187
C  3.51  0.10  1.72  -0.345
C  3.63  -1.26  2.02  -0.221
C  4.30  -1.65  3.16  -0.188
C  4.83  -0.69  4.02  -0.137
C  4.68  0.66  3.74  -0.194
C  4.02  1.06  2.60  -0.193
H  3.94  -0.38  -1.49  0.294
H  2.85  -1.56  -0.74  0.260
H  5.01  1.64  -0.85  0.220
H  5.58  3.82  -1.81  0.247
H  3.97  5.68  -1.75  0.246
H  1.75  5.36  -0.72  0.239
H  1.12  3.15  0.19  0.207
H  3.20  -1.99  1.36  0.217
H  4.40  -2.70  3.39  0.244
H  5.37  -1.01  4.90  0.248
H  5.07  1.40  4.41  0.247
H  3.91  2.11  2.37  0.237
C  -5.52  2.74  1.05  -0.613
C  -4.59  3.41  0.05  -0.510
S  -3.45  2.20  -0.68  0.127
O  -1.22  1.83  1.46  -0.701
C  -2.19  3.25  -1.46  -0.512
C  -2.74  3.99  -2.67  -0.621
H  -6.31  3.43  1.34  0.237
H  -4.97  2.43  1.94  0.193
H  -5.98  1.86  0.60  0.218
H  -3.99  4.20  0.51  0.208
H  -5.17  3.85  -0.77  0.225
H  -1.40  2.56  -1.76  0.213
H  -1.81  3.93  -0.70  0.199
H  -3.17  3.29  -3.38  0.226
H  -1.92  4.51  -3.17  0.219
H  -3.49  4.72  -2.39  0.217

3.
Here is a 2-piece molecular cluster, C3H3N2S overall from OMol25. Energies are from ωB97M-V/def2-TZVPD.

Its HOMO-LUMO gap is 7.24 eV. The net charge is -1.

Last column: natural (NBO) charge in e.
Cartesian coordinates (Å):
C  0.55  -0.75  -0.12  -0.159
C  0.84  -0.04  0.95  -0.129
C  -0.67  1.09  0.07  0.092
N  -0.46  -0.01  -0.74  -0.413
N  0.15  1.08  1.16  -0.523
S  -1.25  -0.88  -2.85  -0.411
H  0.92  -1.79  -0.34  0.208
H  1.49  -0.27  1.84  0.164
H  -1.56  1.58  0.03  0.169

4.
Here is C22H17FN2O7Ru as an isolated structure from OMol25. Energies are from ωB97M-V/def2-TZVPD.

As for the multiplicity: 2. Its HOMO-LUMO gap (alpha / beta) is 6.93 / 6.59 eV. The net charge is -1. The expectation value of S² is 0.76.

Last column: natural (NBO) charge in e.
Cartesian coordinates (Å):
Ru  -2.26  -0.50  -1.04  1.103
O  -4.04  -3.72  0.50  -0.635
C  -3.60  -2.81  -0.17  0.744
O  -2.86  -1.84  0.31  -0.662
C  -3.84  -2.72  -1.64  0.087
C  -4.62  -3.55  -2.44  -0.197
C  -4.73  -3.28  -3.79  -0.197
C  -4.06  -2.18  -4.34  -0.194
C  -3.31  -1.40  -3.50  0.094
N  -3.23  -1.67  -2.20  -0.297
C  -2.51  -0.14  -3.87  0.757
O  -2.43  0.21  -5.03  -0.655
O  -1.98  0.46  -2.85  -0.676
H  -5.12  -4.39  -1.98  0.233
H  -5.33  -3.91  -4.43  0.209
H  -4.12  -1.95  -5.39  0.237
C  4.39  -0.63  2.58  -0.623
C  4.32  0.32  1.39  -0.023
C  4.93  1.69  1.67  -0.401
C  4.15  2.41  2.75  -0.424
C  2.68  2.42  2.42  -0.029
C  1.85  3.38  2.98  -0.247
C  0.51  3.38  2.67  0.372
F  -0.28  4.33  3.22  -0.329
C  -0.06  2.47  1.81  -0.233
C  0.76  1.49  1.23  -0.051
C  0.19  0.52  0.32  0.486
O  -1.03  0.60  0.10  -0.587
C  1.08  -0.44  -0.24  -0.314
C  2.39  -0.41  0.12  0.133
N  2.93  0.49  0.97  -0.366
C  2.14  1.47  1.55  0.142
C  0.70  -1.56  -1.23  0.807
O  1.64  -2.28  -1.60  -0.711
O  -0.50  -1.67  -1.58  -0.729
H  5.42  -0.74  2.93  0.209
H  4.03  -1.62  2.28  0.228
H  3.77  -0.28  3.40  0.212
H  4.85  -0.13  0.55  0.214
H  4.90  2.27  0.74  0.215
H  5.98  1.57  1.95  0.214
H  4.50  3.44  2.85  0.221
H  4.32  1.93  3.72  0.213
H  2.25  4.13  3.65  0.221
H  -1.11  2.49  1.57  0.263
H  3.06  -1.15  -0.29  0.248
C  -3.94  0.70  -0.72  -0.838
H  -4.76  0.11  -0.29  0.185
H  -4.29  1.16  -1.64  0.191
H  -3.69  1.50  -0.01  0.179

5.
Here is a 14-piece molecular cluster, C14H56O21 overall from OMol25. Energies are from ωB97M-V/def2-TZVPD.

Its HOMO-LUMO gap is 9.06 eV. The net charge is 0.

Last column: Löwdin charge in e.
Cartesian coordinates (Å):
O  -10.42  -16.73  19.02  -0.060
H  -10.69  -16.04  19.66  0.004
H  -9.86  -17.30  19.55  0.011
O  -15.37  -13.54  22.06  -0.006
H  -15.12  -12.93  22.70  -0.028
H  -15.44  -13.15  21.20  0.045
O  -14.45  -12.76  24.76  -0.045
H  -14.02  -11.93  24.57  0.023
H  -13.83  -13.47  25.06  0.070
O  -7.87  -12.79  22.65  -0.040
H  -8.06  -11.99  23.12  0.025
H  -7.06  -12.68  22.10  0.082
O  -13.83  -14.37  18.35  -0.029
H  -12.98  -14.04  18.53  0.014
H  -14.03  -14.34  17.38  0.088
O  -14.31  -15.83  20.61  -0.038
H  -14.37  -15.03  21.06  -0.025
H  -14.01  -15.53  19.74  0.015
O  -12.07  -10.02  25.18  -0.027
H  -11.51  -10.80  25.24  0.017
H  -12.82  -10.20  25.71  0.009
C  -8.66  -13.28  18.51  -0.268
C  -7.85  -12.94  17.36  -0.279
O  -8.40  -13.21  16.10  -0.044
O  -8.67  -12.30  19.50  -0.060
H  -8.18  -14.12  18.95  0.119
H  -9.68  -13.63  18.26  0.138
H  -6.91  -13.42  17.24  0.111
H  -7.55  -11.89  17.54  0.130
H  -7.84  -12.96  15.37  0.084
H  -9.30  -11.63  19.27  0.073
C  -9.49  -9.58  22.12  -0.214
C  -10.73  -9.41  21.28  -0.254
O  -11.33  -10.65  21.17  -0.055
O  -8.82  -8.32  22.25  -0.045
H  -8.90  -10.22  21.51  0.097
H  -9.73  -10.13  23.03  0.119
H  -10.61  -8.88  20.38  0.113
H  -11.48  -8.73  21.64  0.120
H  -11.67  -10.76  20.28  0.113
H  -8.91  -8.03  23.19  0.107
C  -9.96  -14.13  26.07  -0.282
C  -8.84  -14.42  26.94  -0.224
O  -9.26  -15.41  27.94  -0.073
O  -9.57  -13.04  25.31  -0.077
H  -10.94  -14.04  26.60  0.137
H  -10.10  -14.90  25.29  0.114
H  -8.56  -13.54  27.53  0.128
H  -7.89  -14.71  26.43  0.114
H  -8.95  -15.05  28.77  0.074
H  -10.06  -13.15  24.50  0.017
C  -7.30  -16.25  24.05  -0.205
C  -6.25  -15.12  23.86  -0.261
O  -4.89  -15.43  24.18  -0.035
O  -8.46  -15.64  23.49  -0.103
H  -7.29  -16.34  25.13  0.103
H  -6.95  -17.20  23.60  0.135
H  -6.73  -14.24  24.32  0.105
H  -6.36  -14.97  22.76  0.121
H  -4.37  -14.73  23.84  0.064
H  -8.37  -14.69  23.56  0.024
C  -10.10  -18.20  22.70  -0.256
C  -11.17  -17.27  23.20  -0.275
O  -12.25  -17.10  22.34  -0.068
O  -10.78  -19.32  22.23  -0.042
H  -9.33  -18.53  23.52  0.160
H  -9.57  -17.59  21.98  0.095
H  -10.67  -16.27  23.45  0.098
H  -11.52  -17.54  24.19  0.124
H  -12.99  -17.70  22.53  0.123
H  -11.20  -19.19  21.39  0.073
C  -15.63  -18.38  18.88  -0.327
C  -14.13  -18.49  18.66  -0.281
O  -13.52  -18.45  19.85  -0.057
O  -16.34  -18.54  17.74  -0.045
H  -15.91  -17.42  19.25  0.100
H  -15.98  -19.03  19.69  0.129
H  -13.71  -17.59  18.07  0.145
H  -13.97  -19.37  18.05  0.120
H  -13.88  -17.70  20.32  0.036
H  -17.22  -18.24  18.05  0.114
C  -11.03  -14.08  21.47  -0.240
C  -11.83  -13.35  22.49  -0.232
O  -11.06  -12.51  23.27  -0.068
O  -11.78  -14.86  20.62  -0.110
H  -10.24  -14.74  21.87  0.119
H  -10.54  -13.45  20.71  0.115
H  -12.30  -14.03  23.18  0.121
H  -12.63  -12.90  21.96  0.107
H  -11.02  -11.67  22.80  0.059
H  -12.30  -15.53  21.15  0.078

6.
Here is a 2-piece molecular cluster, CH3N2OP overall from OMol25. Energies are from ωB97M-V/def2-TZVPD.

As for the SMILES: N#CP=O.N. Its HOMO-LUMO gap is 8.73 eV. The net charge is 0.

Last column: natural (NBO) charge in e.
Cartesian coordinates (Å):
N  3.30  2.09  0.00  -0.248
C  3.78  1.05  0.20  -0.194
P  4.68  -0.55  0.40  1.356
O  4.59  -1.17  -0.91  -0.916
N  0.27  -0.58  0.09  -1.066
H  -0.29  -0.35  0.89  0.350
H  -0.35  -1.11  -0.55  0.360
H  0.36  0.37  -0.28  0.358

7.
Here is a 8-piece molecular cluster, C21H49N8O10 overall from OMol25. Energies are from ωB97M-V/def2-TZVPD.

Its HOMO-LUMO gap is 5.85 eV. The net charge is -1.

Last column: Löwdin charge in e.
Cartesian coordinates (Å):
N  0.43  -0.54  -0.17  -0.738
O  -0.06  -0.93  -1.22  -0.092
O  0.13  0.54  0.36  -0.114
O  1.28  -1.21  0.31  -0.055
C  3.98  9.70  3.37  -0.013
C  2.71  8.95  3.04  -0.552
O  1.66  9.08  3.70  0.023
N  2.79  8.14  2.00  -0.024
C  1.74  7.46  1.38  -0.086
H  4.34  10.22  2.48  0.074
H  4.79  9.01  3.60  0.078
H  3.88  10.45  4.15  0.081
H  3.67  8.01  1.52  0.142
H  1.29  8.05  0.58  0.088
H  1.00  7.06  2.07  0.098
H  2.21  6.64  0.83  0.090
C  -3.49  -7.99  2.65  -0.010
C  -3.55  -6.69  1.90  -0.596
O  -2.59  -6.25  1.30  0.057
N  -4.67  -6.01  1.98  0.002
C  -4.89  -4.65  1.55  -0.075
H  -4.21  -8.21  3.44  0.071
H  -2.46  -8.18  2.95  0.086
H  -3.70  -8.74  1.89  0.081
H  -5.48  -6.35  2.48  0.134
H  -5.49  -4.08  2.26  0.075
H  -5.52  -4.57  0.67  0.078
H  -4.00  -4.04  1.42  0.097
C  -2.50  1.19  6.92  -0.003
C  -3.87  0.53  7.08  -0.549
O  -4.87  1.03  6.58  0.026
N  -3.96  -0.60  7.82  -0.014
C  -5.14  -1.46  7.98  -0.066
H  -2.12  1.68  7.82  0.077
H  -2.66  1.93  6.14  0.084
H  -1.75  0.47  6.61  0.079
H  -3.10  -1.01  8.16  0.127
H  -5.25  -2.23  7.22  0.080
H  -6.02  -0.83  8.14  0.084
H  -4.89  -1.98  8.90  0.074
C  -5.92  -5.48  -5.56  -0.022
C  -4.84  -4.55  -5.16  -0.600
O  -3.74  -4.97  -4.84  0.043
N  -5.07  -3.25  -5.09  0.023
C  -6.29  -2.45  -5.35  -0.059
H  -5.51  -6.49  -5.65  0.082
H  -6.31  -5.23  -6.54  0.078
H  -6.75  -5.69  -4.88  0.085
H  -4.35  -2.78  -4.55  0.147
H  -6.02  -1.62  -6.01  0.075
H  -6.75  -2.02  -4.46  0.076
H  -7.05  -3.02  -5.89  0.071
C  10.27  -2.77  0.02  -0.013
C  8.88  -2.92  0.57  -0.571
O  8.04  -3.68  0.07  0.032
N  8.63  -2.24  1.67  -0.013
C  7.38  -2.21  2.39  -0.064
H  10.65  -1.76  0.11  0.073
H  10.25  -3.02  -1.04  0.083
H  10.94  -3.47  0.52  0.082
H  9.38  -1.83  2.21  0.134
H  6.82  -3.14  2.26  0.089
H  6.78  -1.36  2.04  0.090
H  7.56  -2.07  3.45  0.079
C  -5.63  3.16  -0.99  0.009
C  -5.05  3.86  -2.24  -0.581
O  -5.53  4.86  -2.72  0.024
N  -3.96  3.34  -2.79  -0.001
C  -3.34  3.78  -4.03  -0.057
H  -6.67  2.87  -1.08  0.078
H  -5.54  3.89  -0.18  0.080
H  -4.99  2.30  -0.76  0.071
H  -3.41  2.81  -2.13  0.140
H  -4.05  4.44  -4.52  0.079
H  -3.04  2.90  -4.61  0.080
H  -2.42  4.35  -3.89  0.079
C  5.38  1.71  -3.77  -0.008
C  6.01  0.71  -4.66  -0.568
O  5.77  -0.50  -4.48  0.026
N  6.81  1.19  -5.63  -0.006
C  7.50  0.32  -6.63  -0.053
H  4.30  1.72  -3.89  0.097
H  5.77  2.69  -4.08  0.066
H  5.59  1.50  -2.73  0.095
H  6.84  2.18  -5.79  0.120
H  7.62  0.91  -7.53  0.075
H  6.92  -0.59  -6.80  0.081
H  8.46  0.04  -6.20  0.077

8.
Here is CH2N2O2S as an isolated structure from OMol25. Energies are from ωB97M-V/def2-TZVPD.

Its HOMO-LUMO gap (alpha / beta) is 7.82 / 8.02 eV. The net charge is 0.

Last column: natural (NBO) charge in e.
Cartesian coordinates (Å):
C  -3.38  -0.29  0.08  0.835
N  -2.20  -0.47  0.30  -0.433
N  -0.90  -0.32  -0.21  -0.495
O  1.67  0.42  0.11  -0.813
O  -4.51  -0.06  0.02  -0.500
S  1.14  -1.01  0.43  0.562
H  1.26  1.02  0.71  0.497
H  -0.85  -1.03  -0.96  0.346

For each record above, in turn, the calculated E_tot values are -18887.9749; -58427.4573; -16973.6077; -45707.0632; -58417.4383; -15401.0725; -54966.3253; -18975.4529 eV.
For each record above, in turn, the calculated F_max values are 0.2117; 0.0895; 0.1153; 0.0393; 0.0744; 0.0290; 0.0978; 0.0910 Eh/bohr.
For each record above, in turn, the calculated energy relative to the best compared isomer or geometry (same formula, charge and spin) values are 872.0; 87.6; 237.1; 18.2; 360.6; 113.5; 434.3; 566.9 kJ/mol.